Below is a structure of composition H18O9 in a non-equilibrium geometry, with properties calculated with ωB97M-V/def2-TZVPD.

Atoms and positions in Å:
H: -3.30 0.89 -2.08
H: -0.41 0.25 2.10
H: 3.64 1.97 -1.13
H: -2.22 1.94 -1.86
H: -4.25 -1.87 0.71
H: 1.43 2.81 -0.84
O: 1.14 0.92 -2.86
H: -1.82 0.79 2.18
H: -0.31 -4.31 -1.17
O: -3.49 -2.26 0.26
O: 0.35 -3.84 -0.66
H: 0.72 0.41 0.45
O: 1.47 2.06 -1.44
O: 0.10 -1.14 5.15
H: -0.68 -1.46 4.68
H: 0.41 -0.39 4.63
H: 0.76 1.48 -1.14
H: 1.35 0.82 -3.80
O: -2.38 0.99 -1.79
O: 1.40 1.04 0.69
H: -3.00 -1.50 -0.08
H: 0.46 -4.38 0.13
H: 1.31 1.13 1.65
H: 3.42 1.08 -2.34
O: -0.92 0.98 2.46
O: 3.07 1.28 -1.47
H: 1.74 0.31 -2.42

Values from the calculation:
Frontier orbital gap, eV: 7.1453
DFT total energy, eV: -18713.039
ΔE to the lowest compared entry with this formula, charge and spin, eV: 9.096

=====

Below is the molecule C18H21NO3, with properties calculated with ωB97M-V/def2-TZVPD.

Atoms and positions in Å:
H: -1.66 -4.10 2.12
C: 0.96 0.55 -3.68
C: 2.91 1.28 -1.82
C: 3.14 1.43 -3.18
C: -2.70 -1.06 -1.54
C: 2.17 1.07 -4.09
H: 3.87 1.09 0.08
O: -1.11 -2.29 2.97
H: -0.37 -4.10 3.35
H: 2.76 3.32 0.00
H: 4.49 3.49 0.28
H: -0.52 -0.17 -0.79
H: -2.75 -2.14 -1.69
O: -1.72 -0.55 -3.67
C: 0.72 0.39 -2.31
H: 3.82 3.81 -1.32
H: -1.72 0.05 5.87
C: -2.10 -0.14 2.63
C: 1.70 0.76 -1.40
C: -2.68 0.78 1.76
H: 0.20 0.26 -4.39
H: -0.60 -0.93 4.88
C: -1.63 -0.55 4.96
H: -2.97 1.74 2.17
H: 2.35 1.19 -5.15
N: -0.48 -0.13 -1.80
C: -2.51 -0.74 -0.09
H: 1.51 0.64 -0.34
C: -1.59 -0.54 -2.46
C: 3.74 3.18 -0.44
C: -2.88 0.50 0.42
C: -0.78 -3.56 2.49
H: -3.63 -0.63 -1.91
H: -2.32 -1.40 5.02
C: -1.71 -1.39 2.12
C: 3.95 1.71 -0.81
H: -1.64 -2.62 0.37
O: -1.96 0.32 3.91
H: -0.02 -3.52 1.70
C: -1.93 -1.66 0.77
H: -3.34 1.24 -0.22
H: 4.08 1.83 -3.52
H: 4.95 1.58 -1.23

Values from the calculation:
Frontier orbital gap, eV: 8.7919
SMILES string: CCc1cccc(NC(=O)Cc2ccc(OC)c(OC)c2)c1
DFT total energy, eV: -26639.359
ΔE to the lowest compared entry with this formula, charge and spin, eV: 0.717

=====

Below is a cluster of 2 separate species, H2 in total in a non-equilibrium geometry, with properties calculated with ωB97M-V/def2-TZVPD.

Atoms and positions in Å:
H: -0.40 -0.76 -0.98
H: 0.40 0.76 0.98

Values from the calculation:
Frontier orbital gap, eV: 6.1515
DFT total energy, eV: -25.098
ΔE to the lowest compared entry with this formula, charge and spin, eV: 6.491

=====

Below is the molecule C12H11Cl2N in a non-equilibrium geometry, with properties calculated with ωB97M-V/def2-TZVPD.

Atoms and positions in Å:
H: 0.45 0.52 -1.60
H: -1.18 1.87 -0.86
C: -1.93 -1.85 -0.88
C: -2.71 0.43 -0.54
H: -2.12 -2.79 -1.13
C: 2.57 1.56 0.44
H: 0.55 3.30 1.21
C: -0.25 -0.02 -0.77
N: 0.33 2.32 1.11
C: 1.13 1.44 0.65
Cl: -3.16 -1.36 1.57
C: -2.98 -1.02 -0.27
C: -1.51 0.92 -0.74
C: 1.44 -1.05 0.74
C: -0.71 -1.40 -1.15
H: 2.83 2.64 0.52
H: -0.33 -0.04 1.43
H: -3.88 -1.16 -0.81
H: 1.06 -1.94 0.95
H: 3.57 -1.59 0.45
H: 4.43 0.30 0.23
C: 2.74 -0.90 0.48
H: -0.12 -2.15 -1.60
Cl: -4.06 1.47 -0.35
C: 0.52 0.07 0.55
C: 3.32 0.42 0.37

Values from the calculation:
Frontier orbital gap, eV: 8.4858
SMILES string: [H]/N=C1\C=CC=C[C@@H]1[C@H]1C=C[C@@H](Cl)C(Cl)=C1
DFT total energy, eV: -39153.668
ΔE to the lowest compared entry with this formula, charge and spin, eV: 1.630

=====

Below is the molecule C3H6FNO2 in a non-equilibrium geometry, with properties calculated with ωB97M-V/def2-TZVPD.

Atoms and positions in Å:
C: 0.09 0.01 0.60
C: -0.08 0.37 -0.91
F: 1.44 -0.13 0.87
N: 0.51 1.69 -1.17
H: 0.26 1.99 -2.12
C: -0.63 -1.35 0.91
O: 0.10 -2.23 1.56
H: -0.32 0.82 1.25
H: -1.14 0.21 -1.12
H: 0.99 -1.85 1.48
O: -1.81 -1.50 0.67
H: 0.48 -0.40 -1.48
H: 0.10 2.37 -0.56

Values from the calculation:
Frontier orbital gap, eV: 10.8229
SMILES string: NC[C@H](F)C(=O)O
DFT total energy, eV: -11510.858
ΔE to the lowest compared entry with this formula, charge and spin, eV: 0.436

=====

Below is the molecule C3H3N3O, with properties calculated with ωB97M-V/def2-TZVPD.

Atoms and positions in Å:
O: 0.81 1.49 2.31
N: -1.17 -1.01 -0.03
H: -0.34 -1.35 -1.92
H: 1.56 0.04 -1.81
N: -1.52 -0.02 0.63
C: 0.99 1.10 1.23
N: 1.35 0.77 0.12
C: -0.20 -0.75 -1.02
H: -2.22 -0.35 1.31
C: 0.89 0.02 -0.95

Values from the calculation:
Frontier orbital gap, eV: 9.1333
SMILES string: [H]/N=N/C=C\N=C=O
DFT total energy, eV: -9675.220
ΔE to the lowest compared entry with this formula, charge and spin, eV: 2.235

=====

- ΔE to the lowest compared entry with this formula, charge and spin of number 6 (C3H3N3O)?
  2.235 eV

=====

Please write out number 6 again, unchanged.
Below is the molecule C3H3N3O, with properties calculated with ωB97M-V/def2-TZVPD.

Atoms and positions in Å:
O: 0.81 1.49 2.31
N: -1.17 -1.01 -0.03
H: -0.34 -1.35 -1.92
H: 1.56 0.04 -1.81
N: -1.52 -0.02 0.63
C: 0.99 1.10 1.23
N: 1.35 0.77 0.12
C: -0.20 -0.75 -1.02
H: -2.22 -0.35 1.31
C: 0.89 0.02 -0.95

Values from the calculation:
Frontier orbital gap, eV: 9.1333
SMILES string: [H]/N=N/C=C\N=C=O
DFT total energy, eV: -9675.220
ΔE to the lowest compared entry with this formula, charge and spin, eV: 2.235